The following is a quantum chemistry calculation of an isolated molecule of C2H4N2O, from the OMol25 dataset.

```
9
Properties=species:S:1:pos:R:3:forces:R:3:lowdin_charge:R:1
N -3.5477 0.4765 0.3131 -2.3 1.0 0.0 0.152
C 0.5714 0.2783 -0.0918 0.1 0.8 1.7 -0.104
H 0.0802 0.9070 0.7428 1.1 -1.1 -1.0 0.113
C -2.7067 -0.2179 -0.0116 1.9 1.1 0.2 -0.314
O -0.4654 -0.3237 -0.8333 -1.6 -1.3 -0.3 -0.168
H -1.7095 -1.7944 -0.0717 1.1 -0.9 -0.5 0.131
H 0.8877 0.9799 -0.8612 0.9 0.1 0.3 0.080
H 1.4321 -0.4253 0.2955 -1.9 1.2 -0.8 0.117
N -1.5197 -0.8146 -0.0204 0.7 -0.9 0.4 -0.008
```
Positions in Å, forces in eV/Å.

Computed properties:
LUMO in eV: 0.7
SMILES: CONC#N
Total energy in hartree: -263.235837
Maximum force in eV/A: 2.49
ΔE to the lowest compared entry with this formula, charge and spin in kJ/mol: 334.58

***

The following is a quantum chemistry calculation of an isolated molecule of C5H5BrN2O4S, from the OMol25 dataset.

```
18
Properties=species:S:1:pos:R:3:forces:R:3:lowdin_charge:R:1
H -0.8056 2.5711 1.4382 1.5 0.1 -1.0 0.129
Br 3.0554 -0.5040 0.9813 -0.8 0.6 0.5 0.741
N 2.4386 0.5318 -1.4964 -2.3 -0.3 -0.4 -0.452
C -0.2113 2.1642 0.5612 -1.1 2.4 -1.3 -0.385
C 0.4267 -0.0662 -0.0705 -1.7 0.6 0.8 -0.267
C 0.2251 -1.4905 -0.3700 2.2 -2.4 -0.6 -0.059
C -0.5403 0.7700 0.4039 3.6 -0.8 -1.5 -0.226
O -2.5799 1.2730 1.0010 -1.9 0.3 0.4 0.113
O -2.1108 -0.7143 0.2349 -2.2 -1.4 0.0 0.108
O 1.6560 0.9155 -2.3422 0.2 0.3 -0.5 0.065
N -1.8715 0.4130 0.5538 1.0 0.0 0.2 -0.363
O 3.5122 0.0638 -1.6747 0.8 0.1 -0.1 0.039
C 1.7305 0.5940 -0.0883 2.9 0.1 0.5 -0.856
H 1.1630 -2.0870 -0.7450 -1.3 1.5 1.0 0.122
H -0.4808 -1.6741 -1.1505 -0.7 0.3 -0.5 0.081
H -0.1804 -2.0095 0.5128 0.3 0.1 -0.3 0.106
S 1.5755 2.3563 0.3286 0.1 -1.2 0.9 0.977
H -0.5165 2.6525 -0.4373 -0.5 -0.3 1.8 0.127
```
Positions in Å, forces in eV/Å.

Computed properties:
LUMO in eV: -1.4
SMILES: CC1=C([N+](=O)[O-])CS[C@]1(Br)[N+](=O)[O-]
Total energy in hartree: -3575.952409
Maximum force in eV/A: 3.96
ΔE to the lowest compared entry with this formula, charge and spin in kJ/mol: 639.98

***

The following is a quantum chemistry calculation of an isolated molecule of C4H10N2, from the OMol25 dataset.

```
16
Properties=species:S:1:pos:R:3:forces:R:3:lowdin_charge:R:1
H -0.2667 -1.9457 0.9143 -0.7 -0.6 -2.0 0.110
H -0.3400 -2.9919 -0.6799 -0.2 2.4 0.8 0.119
C -0.6409 -1.9494 -0.1983 0.0 -2.9 2.5 -0.117
H 0.4166 2.2933 1.9824 -2.3 -2.7 -0.4 0.084
C -0.0578 -0.7438 -0.8138 0.4 -1.2 -0.8 -0.320
N -0.3655 1.4843 2.0796 1.6 2.4 0.1 0.039
H 2.1526 1.3063 -0.2825 -3.4 0.7 -1.1 0.138
H -0.4918 -0.5842 -1.7773 -0.8 0.9 -0.7 0.109
H -1.2091 -0.1701 1.4478 -0.8 -0.6 -0.1 0.095
H 0.4582 2.5242 -0.1867 1.7 -2.8 -0.9 0.115
C -0.5356 0.6022 1.1689 1.3 0.8 0.9 -0.335
N 0.1387 0.3889 0.0042 -0.5 1.5 0.3 -0.233
H -1.7305 -1.9965 -0.1719 0.0 0.3 0.1 0.064
H 0.8970 -1.0861 -1.0745 1.9 -0.2 -0.6 0.096
C 0.9265 1.4419 -0.5665 0.4 2.1 -1.8 -0.113
H 0.6483 1.4265 -1.8459 1.4 0.1 3.8 0.149
```
Positions in Å, forces in eV/Å.

Computed properties:
LUMO in eV: 0.8
SMILES: [H]/N=C\N(C)CC
Total energy in hartree: -267.816544
Maximum force in eV/A: 4.05
ΔE to the lowest compared entry with this formula, charge and spin in kJ/mol: 285.61

***

The following is a quantum chemistry calculation of the ion CH7BN3O3 with charge +1, from the OMol25 dataset.

```
15
Properties=species:S:1:pos:R:3:forces:R:3:lowdin_charge:R:1
N -2.2627 0.5381 -0.0847 -3.8 0.3 -0.9 0.186
H -3.1379 0.1674 -0.5348 1.6 0.4 0.5 0.157
N -0.0544 0.3461 0.2988 1.9 -4.4 -0.3 0.149
O 2.3524 1.0897 -0.6682 -1.5 0.8 -0.1 0.225
B 2.3227 -0.1276 -0.0909 0.2 0.4 0.0 -0.769
H 0.2855 1.2179 0.4117 0.3 3.9 0.2 0.130
O 3.4551 -0.7839 0.1412 1.1 -1.5 0.1 0.249
H -0.2615 -2.0705 -0.4900 -1.6 1.6 -0.1 0.164
C -1.1560 -0.1790 -0.1701 -0.1 -1.3 0.9 -0.422
H 3.9124 -1.6589 0.1709 -1.4 1.2 0.1 0.163
O 1.0222 -0.5582 0.3628 0.4 -0.2 0.0 0.094
N -1.1388 -1.4730 -0.5519 -1.0 -1.7 -0.7 0.192
H -2.0456 -2.0123 -0.8022 2.2 1.7 0.8 0.184
H 3.0700 1.6495 -0.9681 0.4 -0.6 0.2 0.136
H -2.5453 1.2730 0.5892 1.3 -0.7 -0.6 0.161
```
Positions in Å, forces in eV/Å.

Computed properties:
LUMO in eV: -3.0
Total charge: +1
SMILES: NC(N)=[NH+]OB(O)O
Total energy in hartree: -456.997561
Maximum force in eV/A: 4.75
ΔE to the lowest compared entry with this formula, charge and spin in kJ/mol: 0.00